# 1
{"formula": "C5H11NO", "method": "the ωB97M-V functional and the def2-TZVPD basis", "multiplicity": 1, "smiles": "C=C/C(N)=C/C.O", "e_above_lowest_ev": 1.961, "homo_lumo_gap_ev": 8.76, "total_energy_ev": -8899.7359, "e_homo_ev": -7.901, "total_charge": 0, "elements": ["C", "C", "C", "N", "C", "C", "H", "H", "H", "H", "H", "H", "H", "H", "H", "O", "H", "H"], "positions_angstrom": [[-1.042, -0.652, -2.230], [-0.376, 0.018, -1.299], [-0.675, 0.096, 0.137], [-1.703, -0.717, 0.606], [0.130, 0.768, 0.969], [-0.025, 0.859, 2.447], [-1.899, -1.287, -2.067], [-0.945, -0.434, -3.284], [0.398, 0.688, -1.653], [-2.064, -0.439, 1.502], [-2.445, -0.955, -0.029], [0.756, 1.515, 0.483], [-0.210, -0.131, 2.889], [-0.911, 1.403, 2.770], [0.830, 1.333, 2.914], [2.931, -0.368, -0.839], [2.504, 0.500, -0.787], [3.720, -0.222, -0.304]]}

=====

# 2
{"formula": "C5H11NO", "method": "the ωB97M-V functional and the def2-TZVPD basis", "multiplicity": 1, "e_above_lowest_ev": 3.432, "homo_lumo_gap_ev": 7.19, "total_energy_ev": -8898.2658, "e_homo_ev": -6.176, "total_charge": 0, "elements": ["C", "C", "C", "C", "N", "C", "O", "H", "H", "H", "H", "H", "H", "H", "H", "H", "H", "H"], "positions_angstrom": [[2.147, 1.354, 0.036], [0.737, 1.484, 0.588], [-0.661, -1.209, -0.316], [-1.015, -2.645, -0.108], [-1.566, -0.236, -0.153], [-1.416, 1.080, -0.236], [-0.168, 1.540, -0.526], [2.376, 0.312, -0.221], [2.234, 1.958, -0.873], [2.893, 1.701, 0.759], [0.493, 0.623, 1.225], [0.616, 2.399, 1.182], [0.298, -0.904, -0.710], [-0.149, -3.184, 0.294], [-1.822, -2.764, 0.629], [-1.323, -3.178, -1.022], [-2.500, -0.536, 0.110], [-2.253, 1.749, -0.075]]}

=====

# 3
{"formula": "C5H11NO", "method": "the ωB97M-V functional and the def2-TZVPD basis", "multiplicity": 1, "smiles": "[H]/N=C\\C.C=C.C=O", "e_above_lowest_ev": 3.197, "homo_lumo_gap_ev": 10.23, "total_energy_ev": -8898.5003, "e_homo_ev": -9.264, "total_charge": 0, "elements": ["H", "N", "C", "C", "H", "H", "H", "H", "C", "C", "H", "H", "H", "H", "C", "O", "H", "H"], "positions_angstrom": [[-0.370, 0.691, 2.086], [-0.639, 0.921, 1.126], [-1.263, -0.029, 0.559], [-1.653, -1.311, 1.234], [-1.532, 0.124, -0.498], [-1.598, -2.159, 0.543], [-0.986, -1.490, 2.089], [-2.683, -1.229, 1.607], [1.977, -0.316, -0.894], [1.057, -1.257, -0.767], [2.025, 0.324, -1.778], [2.720, -0.131, -0.123], [0.332, -1.430, -1.557], [0.990, -1.907, 0.107], [0.288, 2.268, -0.583], [-0.355, 1.922, -1.545], [1.200, 1.714, -0.272], [0.009, 3.119, 0.059]]}

=====

# 4
{"formula": "C5H11NO", "method": "the ωB97M-V functional and the def2-TZVPD basis", "multiplicity": 1, "smiles": "C[C@@H]1C[N@@+]1(C)C[O-]", "e_above_lowest_ev": 3.977, "homo_lumo_gap_ev": 8.73, "total_energy_ev": -8897.7205, "e_homo_ev": -8.016, "total_charge": 0, "elements": ["C", "C", "C", "N", "C", "C", "O", "H", "H", "H", "H", "H", "H", "H", "H", "H", "H", "H"], "positions_angstrom": [[0.905, -1.369, 1.205], [-0.223, -0.894, 0.345], [-0.001, -0.960, -1.107], [-0.069, 0.356, -0.344], [0.827, 1.371, 0.285], [-1.627, 1.110, -0.809], [-2.259, 1.486, 0.185], [0.955, -0.816, 2.143], [0.745, -2.428, 1.412], [1.859, -1.265, 0.675], [-1.241, -1.010, 0.722], [0.945, -1.250, -1.539], [-0.860, -1.303, -1.707], [0.478, 1.523, 1.321], [1.881, 1.090, 0.326], [0.725, 2.343, -0.209], [-1.903, 0.190, -1.383], [-1.138, 1.826, -1.522]]}

=====

# 5
{"formula": "C5H11NO", "method": "the ωB97M-V functional and the def2-TZVPD basis", "multiplicity": 1, "smiles": "N=C=O.CCCC", "e_above_lowest_ev": 0.611, "homo_lumo_gap_ev": 11.97, "total_energy_ev": -8901.0865, "e_homo_ev": -11.043, "total_charge": 0, "elements": ["N", "C", "O", "H", "C", "C", "C", "C", "H", "H", "H", "H", "H", "H", "H", "H", "H", "H"], "positions_angstrom": [[1.115, -1.761, 1.786], [1.830, -0.804, 1.998], [2.582, 0.057, 2.256], [0.358, -1.801, 1.121], [-1.694, -0.781, -0.375], [-1.324, 0.695, -0.551], [-0.014, 1.101, 0.137], [1.188, 0.568, -0.628], [-2.611, -1.026, -0.921], [-0.912, -1.448, -0.760], [-1.872, -1.026, 0.681], [-1.237, 0.922, -1.623], [-2.148, 1.305, -0.170], [0.043, 2.195, 0.188], [-0.038, 0.769, 1.186], [1.250, 1.085, -1.589], [1.100, -0.502, -0.845], [2.122, 0.718, -0.082]]}

=====

# 6
{"formula": "C5H11NO", "method": "the ωB97M-V functional and the def2-TZVPD basis", "multiplicity": 1, "smiles": "C[C@H](N)CCC=O", "e_above_lowest_ev": 2.991, "homo_lumo_gap_ev": 10.53, "total_energy_ev": -8898.7061, "e_homo_ev": -9.792, "total_charge": 0, "elements": ["C", "C", "N", "C", "C", "C", "O", "H", "H", "H", "H", "H", "H", "H", "H", "H", "H", "H"], "positions_angstrom": [[0.953, -1.688, 0.677], [0.104, -0.464, 0.600], [-0.715, -0.209, 2.003], [-0.701, -0.258, -0.633], [-0.824, 1.162, -1.322], [0.362, 1.951, -1.652], [0.803, 2.325, -2.693], [1.784, -1.689, 0.014], [1.448, -1.652, 1.660], [0.403, -2.651, 0.745], [0.775, 0.310, 0.677], [-0.440, -0.956, 2.692], [-0.044, 0.452, 2.354], [-1.749, -0.570, -0.381], [-0.104, -1.059, -1.379], [-1.331, 1.768, -0.581], [-1.417, 0.960, -2.160], [0.695, 2.266, -0.622]]}

=====

# 7
{"formula": "C5H11NO", "method": "the ωB97M-V functional and the def2-TZVPD basis", "multiplicity": 1, "e_above_lowest_ev": 4.279, "homo_lumo_gap_ev": 7.94, "total_energy_ev": -8897.4182, "e_homo_ev": -7.248, "total_charge": 0, "elements": ["C", "C", "C", "N", "C", "C", "O", "H", "H", "H", "H", "H", "H", "H", "H", "H", "H", "H"], "positions_angstrom": [[2.290, -0.380, -1.182], [1.429, -0.845, -0.029], [1.107, 0.257, 0.908], [0.095, -0.097, -0.117], [-1.166, -0.760, 0.223], [-2.292, 0.252, 0.363], [-2.084, 1.151, 1.431], [2.070, -0.936, -2.101], [3.342, -0.568, -0.940], [2.208, 0.707, -1.421], [-0.001, 0.615, -0.845], [1.473, 1.285, 0.770], [0.792, 0.047, 1.932], [-1.385, -1.498, -0.557], [-1.003, -1.295, 1.161], [-2.429, 0.787, -0.593], [-3.229, -0.270, 0.575], [-1.284, 1.659, 1.246]]}

=====

# 8
{"formula": "C5H11NO", "method": "the ωB97M-V functional and the def2-TZVPD basis", "multiplicity": 1, "e_above_lowest_ev": 4.318, "homo_lumo_gap_ev": [7.46, 7.45], "total_energy_ev": -8897.3791, "e_homo_ev": [-6.901, -6.900], "total_charge": 0, "elements": ["C", "C", "C", "C", "N", "C", "O", "H", "H", "H", "H", "H", "H", "H", "H", "H", "H", "H"], "positions_angstrom": [[-2.086, -0.653, -1.036], [-1.415, 0.104, 0.110], [0.059, 0.454, -0.110], [0.792, 1.213, 1.001], [0.872, -0.770, -0.149], [2.111, -0.626, 0.332], [3.073, 0.210, -0.048], [-2.031, -0.082, -1.970], [-1.610, -1.626, -1.220], [-3.143, -0.845, -0.821], [-1.934, 1.054, 0.283], [-1.498, -0.462, 1.049], [0.152, 0.978, -1.073], [2.615, 1.077, 0.057], [0.668, 2.303, 0.929], [0.393, 0.899, 1.978], [0.440, -1.679, -0.040], [2.542, -1.549, 0.727]]}

=====

# 9
{"formula": "C5H11NO", "method": "the ωB97M-V functional and the def2-TZVPD basis", "multiplicity": 1, "smiles": "C=C(N)CCCO", "e_above_lowest_ev": 1.764, "homo_lumo_gap_ev": 9.17, "total_energy_ev": -8899.9333, "e_homo_ev": -8.232, "total_charge": 0, "elements": ["C", "C", "N", "C", "C", "C", "O", "H", "H", "H", "H", "H", "H", "H", "H", "H", "H", "H"], "positions_angstrom": [[-1.345, 1.379, 0.524], [-1.369, 0.036, 0.314], [-2.610, -0.573, 0.093], [-0.214, -0.929, 0.318], [0.950, -0.665, -0.595], [1.863, 0.535, -0.301], [2.819, 0.241, 0.721], [-0.454, 1.841, 0.911], [-2.286, 1.846, 0.292], [-2.739, -1.145, -0.721], [-3.391, 0.040, 0.182], [0.073, -1.059, 1.370], [-0.645, -1.905, 0.081], [1.584, -1.547, -0.668], [0.527, -0.470, -1.590], [1.222, 1.354, 0.027], [2.338, 0.816, -1.239], [3.680, 0.203, 0.280]]}

=====

# 10
{"formula": "C5H11NO", "method": "the ωB97M-V functional and the def2-TZVPD basis", "multiplicity": 1, "e_above_lowest_ev": 3.850, "homo_lumo_gap_ev": 8.79, "total_energy_ev": -8897.8478, "e_homo_ev": -7.769, "total_charge": 0, "elements": ["C", "C", "N", "C", "C", "C", "O", "H", "H", "H", "H", "H", "H", "H", "H", "H", "H", "H"], "positions_angstrom": [[1.659, -1.529, 0.823], [0.172, -1.733, 0.990], [-0.573, -1.161, -0.170], [-1.637, 0.699, -1.244], [-1.243, 0.050, -0.121], [0.175, 1.612, 0.937], [0.069, 1.079, 1.967], [2.110, -2.241, 1.526], [1.959, -1.639, -0.240], [1.918, -0.526, 1.177], [-0.146, -2.802, 1.079], [-0.210, -1.331, 1.949], [-0.125, -1.344, -1.069], [0.301, 4.045, -2.341], [-2.462, 1.357, -1.243], [-1.188, 0.705, -2.220], [-1.678, 0.374, 0.808], [0.900, 4.386, -2.609]]}